No. 1
A molecular structure, C16H32BBeCl4F11N3NaO7P2S at a distorted geometry. Source: OMol25; level of theory: wB97M-V/def2-TZVPD.

Last column: Mulliken charge in e.
Positions of all 79 atoms, in Å:
Cl: -4.664 4.743 2.948  -0.058
Cl: -7.028 6.400 3.312  -0.124
Cl: -6.793 4.696 0.966  -0.108
Cl: -7.220 3.510 3.588  0.027
S: -0.447 1.964 3.936  1.082
P: 5.722 -6.036 -4.584  0.348
P: 1.589 -0.195 -1.979  0.950
Na: 0.453 4.896 3.119  1.012
F: 2.185 -0.890 -3.240  -0.330
F: -7.778 -0.833 3.420  -0.386
F: 2.900 0.642 -1.890  -0.178
F: 7.289 0.491 -4.622  -0.733
F: -10.147 -0.717 3.332  -0.394
F: 1.082 -1.668 -1.932  -0.358
F: -8.920 0.947 4.498  -0.424
F: -8.836 0.853 2.127  -0.417
F: 1.018 0.905 -2.925  -0.324
F: 0.225 0.234 -1.359  -0.242
F: 2.121 -0.392 -0.528  -0.343
O: 4.173 -6.189 -4.873  -0.589
O: 0.618 -2.885 3.054  -0.304
O: -2.116 7.213 1.296  -0.603
O: 0.043 0.573 3.949  -0.529
O: 0.289 2.735 2.918  -0.824
O: -1.886 1.975 3.615  -0.318
O: -0.235 2.572 5.262  -0.528
N: 8.008 -2.635 -3.028  -0.676
N: 10.471 -5.115 -1.634  -0.574
N: 7.542 -3.823 -3.501  0.661
C: 7.044 -1.502 -2.942  -0.175
C: 4.982 -3.068 -3.992  -0.354
C: -4.862 0.896 1.893  -0.415
C: 6.176 -4.239 -3.984  0.289
C: -4.673 -0.352 1.044  -0.466
C: 8.596 -4.955 -3.564  -0.570
C: -2.860 -1.426 2.544  -0.599
C: -4.222 -1.570 1.855  -0.943
C: -6.426 4.837 2.703  0.229
C: 5.440 -1.565 -3.414  0.145
C: -1.913 8.128 -0.901  -1.101
C: 9.954 -4.440 -2.737  0.066
C: -3.261 5.992 -0.407  -0.679
C: -2.404 7.119 0.104  0.799
C: -1.426 -2.205 0.588  -1.703
C: -1.687 -1.111 1.612  0.708
B: -8.920 0.062 3.344  0.633
Be: 3.774 2.386 -2.629  0.704
H: 0.580 -3.069 2.081  0.440
H: -5.212 1.725 1.269  0.251
H: -1.307 8.883 -0.390  0.294
H: -3.541 5.342 0.429  0.013
H: 7.423 -0.460 -2.511  0.281
H: -3.964 -0.144 0.235  0.255
H: -4.977 -1.785 2.622  0.411
H: 8.210 -5.955 -3.089  0.260
H: -1.294 7.632 -1.652  0.309
H: -2.279 -2.345 -0.082  0.423
H: 3.889 -3.247 -4.368  0.434
H: 10.513 -3.471 -3.152  0.333
H: -5.606 0.724 2.677  0.163
H: -2.918 -0.645 3.310  0.278
H: -2.701 5.401 -1.136  0.333
H: -0.560 -1.943 -0.030  0.418
H: -3.928 1.209 2.365  -0.012
H: 8.954 -5.072 -4.688  0.295
H: -4.208 -2.446 1.196  0.321
H: 6.579 -6.494 -5.664  0.158
H: -2.764 8.623 -1.375  0.328
H: -0.784 -0.983 2.221  -0.485
H: 0.405 -1.937 3.251  0.475
H: -2.646 -2.358 3.082  0.427
H: -4.171 6.393 -0.859  0.315
H: -1.849 -0.158 1.099  0.359
H: 6.023 -6.921 -3.451  0.120
H: -5.626 -0.592 0.560  0.417
H: 4.705 -0.651 -3.330  0.134
H: 1.493 -3.147 3.438  0.462
H: 9.806 -5.909 -1.498  0.245
H: -1.213 -3.159 1.082  0.265

The value obtained for the frontier orbital gap is 0.06060 Ha. As for the highest occupied orbital energy: -8.780 eV. The max |F| comes out at 8.83 eV/Å. As for the charge: 0. The value obtained for the energy above the lowest of the compared OMol25 structures with the same formula, charge and spin is 1105.89 kJ/mol.

***

No. 2
8 unconnected molecules or ions with the total composition C16H32Cl16 at a distorted geometry. Source: OMol25; level of theory: wB97M-V/def2-TZVPD.

Last column: Mulliken charge in e.
Positions of all 64 atoms, in Å:
Cl: 16.259 -16.260 -20.675  -0.141
Cl: 12.914 -13.916 -18.656  -0.172
Cl: 17.966 -23.898 -18.078  -0.203
Cl: 11.193 -15.992 -15.666  -0.144
Cl: 21.556 -17.726 -18.137  -0.044
Cl: 14.531 -16.414 -15.771  0.037
Cl: 17.650 -18.895 -18.896  -0.063
Cl: 10.820 -16.177 -20.101  -0.197
Cl: 14.113 -20.070 -18.087  -0.069
Cl: 16.026 -23.583 -15.500  -0.220
Cl: 21.922 -20.743 -20.894  -0.221
Cl: 12.004 -19.560 -20.535  -0.176
Cl: 25.845 -18.483 -18.565  -0.223
Cl: 20.193 -23.375 -21.394  -0.197
Cl: 19.829 -15.148 -20.889  -0.142
Cl: 20.422 -18.726 -23.134  -0.227
C: 19.730 -16.295 -22.225  -0.504
C: 19.519 -21.766 -21.072  -0.111
C: 20.352 -17.609 -21.734  0.194
C: 12.745 -18.910 -17.970  -0.223
C: 12.290 -14.851 -14.899  -0.532
C: 13.346 -15.085 -19.995  0.166
C: 20.402 -21.088 -20.066  -0.319
C: 15.923 -22.513 -16.835  -0.301
C: 17.891 -17.170 -18.589  -0.437
C: 13.496 -15.666 -14.399  -0.521
C: 16.637 -16.331 -18.978  -0.496
C: 17.246 -22.373 -17.571  0.025
C: 12.187 -15.363 -20.930  -0.550
C: 11.472 -19.322 -18.870  -0.349
C: 24.352 -17.488 -18.416  -0.369
C: 23.227 -18.472 -18.152  -0.658
H: 20.270 -15.914 -23.093  0.397
H: 23.200 -19.299 -18.862  0.153
H: 23.448 -18.972 -17.208  0.417
H: 10.763 -18.495 -18.829  0.215
H: 11.020 -20.261 -18.553  0.372
H: 19.416 -21.131 -21.951  0.246
H: 17.894 -17.197 -17.500  0.391
H: 13.868 -15.965 -19.620  -0.332
H: 18.678 -16.356 -22.503  0.225
H: 20.081 -20.169 -19.576  -0.036
H: 13.143 -17.926 -18.217  -0.345
H: 12.546 -16.058 -21.690  0.264
H: 18.055 -21.863 -17.046  0.308
H: 19.690 -18.042 -20.984  -0.200
H: 17.097 -21.782 -18.475  -0.087
H: 16.803 -15.310 -18.633  0.329
H: 13.204 -16.464 -13.717  0.364
H: 14.103 -14.646 -20.645  0.321
H: 15.622 -21.546 -16.432  0.172
H: 18.864 -16.744 -18.833  -0.035
H: 18.509 -21.893 -20.682  0.159
H: 15.736 -16.635 -18.446  -0.078
H: 24.481 -16.699 -17.676  0.341
H: 24.181 -17.041 -19.395  0.264
H: 14.101 -14.990 -13.794  0.398
H: 11.755 -14.361 -14.086  0.425
H: 21.374 -17.575 -21.356  0.138
H: 11.698 -14.530 -21.435  0.414
H: 12.560 -14.106 -15.647  0.125
H: 12.589 -18.773 -16.900  0.324
H: 20.717 -21.852 -19.355  0.404
H: 15.132 -22.917 -17.467  0.333

The value obtained for the frontier orbital gap (alpha / beta) is 0.06913 / 0.38785 Ha. As for the highest occupied orbital energy (alpha / beta): 0.298 / -8.416 eV. The max |F| comes out at 2.46 eV/Å. Its expectation value of S² is 0.750. As for the spin multiplicity: 2. As for the charge: -1. The value obtained for the energy above the lowest of the compared OMol25 structures with the same formula, charge and spin is 30.85 kJ/mol.

***

No. 3
A molecular structure, C16H32ClIOP3Re at a distorted geometry. Source: OMol25; level of theory: wB97M-V/def2-TZVPD.

Last column: Mulliken charge in e.
Positions of all 55 atoms, in Å:
Re: 0.000 0.000 0.000  0.396
I: -0.002 -0.215 -4.895  -0.094
Cl: -0.015 -1.845 -1.513  -0.172
P: 2.312 -0.131 -0.092  0.688
P: 0.303 -0.855 2.292  0.301
P: -2.314 -0.097 -0.090  0.859
O: 0.020 2.550 -6.109  -0.367
C: 3.274 1.072 0.899  -1.240
C: -3.258 1.122 0.901  -0.971
C: -1.554 0.382 3.982  -0.888
C: 2.978 -1.752 0.441  -0.931
C: 2.995 0.066 -1.781  -1.015
C: -0.160 -2.576 1.894  -0.968
C: -3.004 -1.707 0.448  -1.111
C: -2.996 0.106 -1.778  -1.023
C: 0.007 0.842 -7.829  -0.912
C: 0.997 -1.404 3.899  -1.345
C: -0.616 2.955 3.391  -0.785
C: -0.516 0.551 3.052  0.811
C: -1.649 2.782 4.317  -0.566
C: -0.051 1.843 2.761  0.068
C: 0.011 1.411 -6.437  0.507
C: -2.118 1.499 4.610  -0.666
H: -2.761 -1.869 1.501  0.266
H: -0.247 3.947 3.168  0.494
H: -1.917 -0.607 4.226  0.423
H: -0.743 -2.632 0.983  0.288
H: -2.914 1.368 5.332  0.470
H: -2.753 1.107 -2.146  0.399
H: 2.490 -2.530 -0.151  0.358
H: -2.516 -0.630 -2.427  0.319
H: 0.010 1.658 -8.555  0.308
H: 2.506 -0.665 -2.431  0.317
H: -0.709 -3.054 2.732  0.450
H: -4.090 -1.737 0.311  0.496
H: 2.765 1.069 -2.147  0.410
H: -0.878 0.211 -7.953  0.336
H: -2.994 1.013 1.956  0.182
H: 0.757 1.990 2.058  0.107
H: 4.064 -1.799 0.302  0.517
H: 1.730 -2.224 3.747  0.489
H: -2.528 -2.493 -0.145  0.389
H: 3.009 0.966 1.955  0.342
H: 4.079 -0.090 -1.789  0.458
H: 4.351 0.911 0.777  0.471
H: 0.886 0.204 -7.955  0.335
H: 0.199 -1.760 4.583  0.490
H: 3.020 2.087 0.583  0.433
H: -4.336 0.979 0.778  0.474
H: -2.987 2.133 0.584  0.411
H: -4.082 -0.035 -1.786  0.457
H: -2.080 3.645 4.810  0.485
H: 0.752 -3.167 1.681  0.400
H: 1.537 -0.561 4.382  0.442
H: 2.736 -1.912 1.495  0.210

The value obtained for the frontier orbital gap (alpha / beta) is 0.12096 / 0.12438 Ha. As for the highest occupied orbital energy (alpha / beta): -16.432 / -16.449 eV. The max |F| comes out at 5.22 eV/Å. Its expectation value of S² is 3.839. As for the spin multiplicity: 4. As for the charge: +3. The value obtained for the energy above the lowest of the compared OMol25 structures with the same formula, charge and spin is 0.00 kJ/mol.

***

No. 4
A molecular structure, C16H32CrN2O18Ti at a distorted geometry. Source: OMol25; level of theory: wB97M-V/def2-TZVPD.

Last column: Mulliken charge in e.
Positions of all 70 atoms, in Å:
Cr: 18.820 -9.284 16.905  0.590
Ti: 19.721 -11.092 12.854  1.138
O: 18.293 -11.392 16.613  -0.434
O: 15.695 -12.466 11.349  -0.316
O: 13.410 -12.868 16.211  -0.575
O: 17.806 -12.016 11.912  -0.254
O: 21.945 -14.740 13.226  -0.354
O: 20.428 -9.354 20.915  -0.323
O: 12.301 -12.512 14.281  -0.297
O: 14.441 -12.273 14.300  0.033
O: 16.516 -8.376 13.500  -0.511
O: 20.995 -12.899 12.350  -0.456
O: 17.937 -9.023 14.966  -0.495
O: 18.339 -9.310 12.852  -0.705
O: 19.293 -12.251 14.882  0.151
O: 16.869 -14.067 12.108  -0.370
O: 19.673 -9.740 18.829  -0.546
O: 18.719 -13.505 16.528  -0.529
O: 20.745 -11.279 20.042  -0.291
O: 21.666 -14.636 11.115  -0.359
N: 17.570 -8.879 13.788  0.991
N: 18.743 -12.397 16.037  0.621
C: 15.445 -11.050 11.053  0.225
C: 21.683 -13.300 19.106  -1.365
C: 13.380 -12.609 15.044  0.542
C: 21.016 -14.092 9.943  -0.460
C: 20.637 -12.211 18.948  0.135
C: 15.652 -12.117 15.024  -0.592
C: 16.867 -12.800 11.768  0.729
C: 22.624 -13.221 15.032  -0.873
C: 20.251 -10.086 19.839  0.835
C: 19.716 -8.125 20.985  -0.682
C: 11.010 -12.576 14.915  -0.329
C: 17.949 -14.571 12.888  -0.037
C: 10.213 -13.737 14.334  -1.066
C: 13.952 -10.882 10.988  -1.147
C: 21.704 -14.345 14.607  0.285
C: 21.522 -14.012 12.247  0.615
H: 22.543 -12.356 14.372  0.177
H: 22.332 -12.901 16.032  0.117
H: 10.815 -14.633 14.217  0.312
H: 13.531 -11.399 10.120  0.361
H: 15.803 -10.515 11.936  -0.123
H: 23.668 -13.526 15.001  0.394
H: 13.458 -11.364 11.832  0.123
H: 15.537 -11.516 15.919  0.528
H: 10.505 -11.637 14.689  0.287
H: 21.627 -13.259 9.605  0.309
H: 19.641 -12.656 18.974  0.309
H: 17.923 -15.652 12.922  0.401
H: 18.642 -8.252 21.111  0.299
H: 17.890 -14.145 13.888  -0.003
H: 18.901 -14.250 12.463  -0.159
H: 21.581 -13.792 20.072  0.395
H: 16.127 -13.077 15.248  0.283
H: 20.001 -13.771 10.173  0.094
H: 20.660 -14.065 14.731  -0.164
H: 9.401 -13.963 15.028  0.371
H: 11.109 -12.633 15.996  0.353
H: 21.898 -15.247 15.177  0.403
H: 16.363 -11.653 14.336  -0.295
H: 20.110 -7.540 21.806  0.246
H: 20.965 -14.896 9.221  0.249
H: 9.743 -13.404 13.411  0.276
H: 22.704 -12.913 19.102  0.345
H: 13.675 -9.832 10.931  0.396
H: 20.757 -11.758 17.962  0.083
H: 19.855 -7.552 20.066  0.296
H: 16.009 -10.771 10.168  0.462
H: 21.547 -13.959 18.249  0.348

The value obtained for the frontier orbital gap (alpha / beta) is 0.21636 / 0.32341 Ha. As for the highest occupied orbital energy (alpha / beta): -9.601 / -12.640 eV. The max |F| comes out at 2.35 eV/Å. Its expectation value of S² is 15.754. As for the spin multiplicity: 8. As for the charge: +1.

***

No. 5
A molecular structure, C16H32F3N4O2Ta at a distorted geometry. Source: OMol25; level of theory: wB97M-V/def2-TZVPD.

Last column: Mulliken charge in e.
Positions of all 58 atoms, in Å:
Ta: -0.159 0.669 0.393  0.776
F: 0.583 -1.392 4.778  -0.274
F: -0.054 -3.328 3.976  -0.261
F: -1.517 -1.712 4.177  -0.244
O: -0.496 -0.274 2.228  -0.979
O: 0.947 -1.984 1.785  -0.559
N: 1.524 1.468 1.153  0.646
N: 1.148 -0.633 -0.739  0.573
N: -0.960 -1.241 -0.265  0.319
N: -1.387 2.229 1.010  0.106
C: -0.627 1.510 -1.495  -0.595
C: -2.157 -3.037 -1.449  -1.745
C: -2.818 2.040 1.227  -0.917
C: -0.439 1.075 -2.952  -0.429
C: 0.193 -1.536 -0.885  -0.376
C: -0.960 3.619 1.182  -1.009
C: 2.370 -1.102 -2.939  -1.480
C: -2.272 -1.766 -0.612  0.589
C: -0.982 -0.027 -3.512  -0.761
C: 2.349 -0.453 -1.547  0.784
C: -2.979 -2.023 0.709  -1.240
C: 2.293 2.395 0.337  -1.208
C: -0.231 -1.997 3.863  0.799
C: 2.182 1.249 2.443  -0.929
C: 3.482 -0.867 -0.602  -1.058
C: 0.113 -1.420 2.464  0.334
H: -3.249 -1.084 1.220  0.204
H: -1.472 -3.727 -0.942  0.383
H: 1.808 -0.493 -3.661  0.255
H: 2.415 0.635 -1.711  -0.142
H: -2.326 -2.605 1.377  0.204
H: 4.107 -1.644 -1.058  0.438
H: 3.056 -1.263 0.338  0.125
H: 3.162 0.748 2.293  0.290
H: -3.366 2.949 0.909  0.459
H: 1.964 -2.119 -2.932  0.298
H: 3.402 -1.153 -3.315  0.486
H: 0.259 -2.321 -1.613  0.518
H: -1.953 -0.413 -3.219  0.341
H: 4.106 0.007 -0.361  0.207
H: -1.836 4.253 1.381  0.420
H: -3.896 -2.604 0.532  0.482
H: 1.577 0.613 3.105  0.102
H: -2.871 -1.015 -1.166  0.080
H: 2.380 3.369 0.847  0.340
H: -0.481 4.003 0.264  0.250
H: -1.717 1.573 -1.261  0.261
H: 0.191 1.766 -3.524  0.358
H: -3.127 -3.547 -1.550  0.442
H: -0.332 -0.642 -4.148  0.242
H: -1.799 -2.822 -2.464  0.310
H: 2.352 2.216 2.960  0.350
H: -3.079 1.859 2.288  0.239
H: 1.829 2.563 -0.641  0.242
H: 3.310 2.002 0.170  0.313
H: -0.235 3.742 2.007  0.206
H: -3.196 1.188 0.631  0.130
H: -0.129 2.505 -1.485  0.303

The value obtained for the frontier orbital gap (alpha / beta) is 0.29526 / 0.29524 Ha. As for the highest occupied orbital energy (alpha / beta): -8.050 / -8.049 eV. The max |F| comes out at 3.66 eV/Å. As for the charge: 0. The value obtained for the energy above the lowest of the compared OMol25 structures with the same formula, charge and spin is 0.00 kJ/mol.

***

No. 6
A molecular structure, C16H32FK2O12 at a distorted geometry. Source: OMol25; level of theory: wB97M-V/def2-TZVPD.

Last column: Mulliken charge in e.
Positions of all 63 atoms, in Å:
K: 10.216 18.762 -24.942  0.938
K: 11.107 16.561 -27.563  0.988
F: 9.653 15.926 -25.249  -0.953
O: 14.077 18.288 -22.928  -0.626
O: 13.338 14.588 -26.026  -0.592
O: 6.153 21.191 -25.459  -0.325
O: 6.092 13.265 -23.886  -0.365
O: 5.933 14.705 -22.154  -0.575
O: 13.206 16.311 -22.324  -0.299
O: 14.254 17.464 -20.832  -0.293
O: 12.399 12.546 -26.221  -0.349
O: 14.104 12.973 -27.419  -0.295
O: 4.368 13.151 -22.615  -0.300
O: 7.797 19.826 -24.777  -0.632
O: 6.118 19.146 -26.096  -0.334
C: 15.062 18.573 -20.453  -0.186
C: 12.320 16.290 -23.443  -0.263
C: 3.501 11.533 -21.011  -1.048
C: 6.804 20.049 -25.434  0.825
C: 6.584 17.790 -26.125  0.033
C: 15.391 13.265 -29.410  -1.128
C: 5.517 13.782 -22.798  0.773
C: 7.413 13.633 -24.266  -0.525
C: 5.747 16.929 -25.180  -1.106
C: 6.747 22.273 -24.773  -0.634
C: 13.865 17.415 -22.111  0.737
C: 15.568 18.262 -19.042  -1.199
C: 11.403 12.894 -25.271  -0.497
C: 3.863 12.992 -21.284  -0.336
C: 13.296 13.481 -26.496  0.738
C: 15.036 13.850 -28.050  -0.102
H: 10.670 12.093 -25.155  0.235
H: 14.674 18.286 -18.414  0.303
H: 14.463 19.485 -20.422  0.273
H: 2.670 11.138 -21.585  0.305
H: 15.674 12.254 -29.086  0.296
H: 7.664 17.653 -26.033  -0.012
H: 16.253 13.707 -29.896  0.364
H: 6.389 17.438 -27.140  0.366
H: 6.081 16.879 -24.148  0.282
H: 12.421 15.368 -24.016  0.072
H: 2.984 13.634 -21.215  0.324
H: 10.759 13.725 -25.575  0.198
H: 3.223 11.539 -19.954  0.341
H: 15.876 18.690 -21.170  0.319
H: 8.157 13.835 -23.494  0.355
H: 5.725 15.930 -25.618  0.301
H: 16.048 17.288 -19.008  0.311
H: 6.734 22.157 -23.685  0.304
H: 15.917 14.077 -27.445  0.284
H: 4.720 17.293 -25.222  0.415
H: 4.440 10.984 -21.081  0.299
H: 11.873 13.012 -24.296  0.315
H: 12.524 17.087 -24.150  0.110
H: 4.559 13.274 -20.496  0.330
H: 7.811 12.757 -24.780  0.248
H: 6.145 23.151 -24.996  0.234
H: 16.203 19.034 -18.611  0.386
H: 7.788 22.428 -25.062  0.289
H: 14.537 14.832 -28.061  0.223
H: 7.292 14.504 -24.906  0.167
H: 14.570 13.075 -30.097  0.292
H: 11.322 16.143 -23.031  0.400

The value obtained for the frontier orbital gap is 0.29526 Ha. As for the highest occupied orbital energy: -12.049 eV. The max |F| comes out at 2.13 eV/Å. As for the charge: +1.